# C6H17N2O2S

2 unconnected molecules or ions with the total composition C6H17N2O2S (the ωB97M-V functional and the def2-TZVPD basis, the Open Molecules 2025 dataset).

The calculation puts the orbital gap at 9.12 eV. The highest occupied orbital energy comes out at -12.69 eV. The calculation puts the total energy at -896.698878 Eh.

The geometry in ORCA input format:
```
! RIJCOSX wB97M-V def2-TZVPD def2/J DEFGRID3
* xyz 1 1
O -2.336 1.268 -0.488
C -1.157 0.940 -1.141
C -0.346 -0.023 -0.333
N -1.148 -1.165 0.067
S -0.292 -2.264 1.063
C -1.740 -1.885 -1.084
C -2.289 -1.003 -2.195
N -1.470 0.227 -2.442
H -3.006 1.635 -1.084
H -0.582 1.841 -1.335
H 0.099 0.505 0.491
H 0.470 -0.357 -0.986
H 0.774 -2.626 0.303
H -1.066 -2.635 -1.481
H -2.591 -2.429 -0.702
H -3.283 -0.677 -1.932
H -2.340 -1.538 -3.128
H -0.574 0.000 -2.881
H -1.961 0.859 -3.076
C 3.311 1.193 3.195
C 2.172 0.732 2.309
O 2.095 1.511 1.106
H 3.189 2.245 3.453
H 3.352 0.609 4.114
H 4.268 1.090 2.678
H 1.216 0.846 2.818
H 2.294 -0.324 2.044
H 2.937 1.425 0.646
*
```